[1]
Formula: C3H9NO3
Source: the OMol25 dataset
Level of theory: ωB97M-V with the def2-TZVPD basis set

## Properties
- frontier orbital gap (eV) = 9.86
- HOMO level (eV) = -9.2
- SMILES = C[C@@H](N)C(=O)O.O
- energy relative to the best compared isomer or geometry (same formula, charge and spin) (kcal per mole) = 17.3

The geometry in ORCA input format:
```
! wB97M-V def2-TZVPD RIJCOSX def2/J DEFGRID3
* xyz 0 1
C -1.5975 1.2224 -0.8412
C -0.0770 0.9226 -0.8263
N 0.7012 1.8603 -0.0058
C 0.3004 -0.4796 -0.3489
O 1.2451 -1.0593 -0.8159
O -0.4523 -0.9196 0.6471
H -2.0654 1.1929 -1.8294
H -2.1176 0.4499 -0.2649
H -1.8188 2.1913 -0.3957
H 0.2613 0.9762 -1.8576
H 0.6279 2.8070 -0.3335
H 0.4817 1.6834 0.9695
H -0.2874 -1.8474 0.8651
O 1.2819 -2.7884 1.7002
H 2.0320 -2.6378 1.1227
H 1.4846 -3.5737 2.2145
*
```


[2]
Formula: C8H32O8
Source: the OMol25 dataset
Level of theory: ωB97M-V with the def2-TZVPD basis set

## Properties
- frontier orbital gap (eV) = 10.27
- HOMO level (eV) = -10.0
- SMILES = CO.CO.CO.CO.CO.CO.CO.CO
- energy relative to the best compared isomer or geometry (same formula, charge and spin) (kcal per mole) = 112.1

The geometry in ORCA input format:
```
! wB97M-V def2-TZVPD RIJCOSX def2/J DEFGRID3
* xyz 0 1
C 1.4092 -5.3799 -1.6598
O 0.1188 -5.7787 -1.9813
H 1.8762 -4.9109 -2.5259
H 1.3953 -4.6902 -0.8160
H 1.9079 -6.2799 -1.3000
H -0.3917 -5.0014 -2.2195
C 3.5337 -2.6024 3.7644
O 4.3801 -2.1719 2.6942
H 2.5526 -2.2214 3.4806
H 3.5808 -3.6824 3.9043
H 3.8758 -2.1234 4.6817
H 4.2852 -1.2243 2.5726
C -1.7791 -1.5770 -5.4079
O -2.1355 -2.1694 -4.1732
H -2.4063 -0.7261 -5.6734
H -0.7479 -1.2502 -5.2736
H -1.7652 -2.3115 -6.2132
H -2.5039 -1.5698 -3.5202
C 5.5390 3.5763 1.4025
O 4.4839 2.8704 1.9063
H 6.2216 2.9260 0.8554
H 5.1756 4.3069 0.6798
H 6.0499 4.1310 2.1895
H 3.8412 3.4705 2.2916
C 0.8767 5.0495 -3.8667
O 1.2294 4.0241 -4.7405
H 0.1063 4.7114 -3.1737
H 1.6672 5.3283 -3.1700
H 0.5995 5.9433 -4.4256
H 2.0785 4.1992 -5.1529
C -4.5719 5.0816 2.2992
O -5.2865 4.3942 1.1957
H -5.1794 5.2633 3.1858
H -3.6951 4.4833 2.5471
H -4.1501 6.0274 1.9592
H -6.1814 4.7397 1.1581
C -1.1725 0.9211 0.5357
O -2.4508 0.7728 -0.1474
H -0.4570 0.1375 0.2864
H -0.7018 1.8769 0.3055
H -1.3265 0.9556 1.6142
H -2.9823 1.5579 0.0034
C -2.7597 -4.9875 2.9913
O -2.8192 -5.0079 4.4220
H -2.8596 -3.9595 2.6429
H -1.9174 -5.5663 2.6125
H -3.5489 -5.6331 2.6058
H -2.9945 -5.9230 4.6533
*
```


[3]
Formula: C3H5NO
Source: the OMol25 dataset
Level of theory: ωB97M-V with the def2-TZVPD basis set

## Properties
- frontier orbital gap (eV) = 10.36
- HOMO level (eV) = -9.6
- SMILES = O=CN1CC1
- energy relative to the best compared isomer or geometry (same formula, charge and spin) (kcal per mole) = 62.6

The geometry in ORCA input format:
```
! wB97M-V def2-TZVPD RIJCOSX def2/J DEFGRID3
* xyz 0 1
O 2.4157 0.3212 -0.0809
C 1.4888 -0.4797 0.0468
N 0.2968 -0.1117 -0.0699
C -1.0681 -0.5574 -0.0942
C -0.5854 0.9333 -0.0095
H 1.6839 -1.4844 0.1833
H -1.3117 -0.7424 -1.1325
H -1.7969 -0.9698 0.7854
H -0.6311 1.3138 1.0279
H -0.4920 1.7770 -0.6564
*
```


[4]
Formula: C5H13FNO
Source: the OMol25 dataset
Level of theory: ωB97M-V with the def2-TZVPD basis set

## Properties
- frontier orbital gap (eV) = 9.14
- HOMO level (eV) = -13.0
- SMILES = COCCCC[NH2+]F
- energy relative to the best compared isomer or geometry (same formula, charge and spin) (kcal per mole) = 70.0

The geometry in ORCA input format:
```
! wB97M-V def2-TZVPD RIJCOSX def2/J DEFGRID3
* xyz 1 1
C 2.7713 -0.3860 0.7419
O 2.3096 0.0919 -0.5167
C 1.0301 -0.3724 -0.8667
C 0.0814 0.8569 -1.0133
C -0.6959 1.1766 0.2906
C -1.5832 0.0189 0.8133
N -2.3512 -0.6810 -0.2656
F -2.0536 -2.0122 -0.2767
H 3.8423 -0.5797 0.6402
H 2.6402 0.3884 1.5117
H 2.2906 -1.3138 1.0713
H 1.1037 -0.8305 -1.8615
H 0.6118 -1.1028 -0.1628
H -0.6117 0.6996 -1.8558
H 0.7313 1.7152 -1.1989
H 0.0540 1.3566 1.0702
H -1.2756 2.1002 0.2040
H -2.3188 0.4410 1.5072
H -0.9863 -0.6717 1.4091
H -2.2398 -0.2638 -1.1993
H -3.3501 -0.6316 -0.0421
*
```


[5]
Formula: C10H21N3NiP
Source: the OMol25 dataset
Level of theory: ωB97M-V with the def2-TZVPD basis set

## Properties
- frontier orbital gap (alpha / beta) (eV) = 2.81 / 7.19
- HOMO level (alpha / beta) (eV) = 0.6 / -4.6
- energy relative to the best compared isomer or geometry (same formula, charge and spin) (kcal per mole) = 25.9

The geometry in ORCA input format:
```
! wB97M-V def2-TZVPD RIJCOSX def2/J DEFGRID3
* xyz -1 3
C 0.7634 1.1581 -3.2189
C 0.5384 0.3573 -4.2954
C 0.2616 -1.0174 -4.2991
C 0.1950 -1.8380 -3.1604
C 0.4221 -1.4324 -1.8930
Ni 0.5636 0.3281 -1.6787
P 0.5853 2.3846 -0.9797
H 1.0351 2.2025 -3.4638
H 0.5840 0.8192 -5.2901
H 0.1048 -1.4911 -5.2701
H 0.3958 -2.1589 -1.0632
H -0.0450 -2.8901 -3.3510
H -0.5409 2.8173 -0.2181
H 0.6631 3.4886 -1.8539
H 1.7107 2.6990 -0.1656
C 2.0847 -0.4329 2.5408
N 0.6319 -0.3718 2.4951
C -0.0463 -0.6276 3.7559
C 0.0254 -0.2040 1.2905
N 0.7865 -0.1140 0.1959
N -1.3187 -0.1216 1.1759
C -2.2337 0.1760 2.2648
C -1.9263 -0.1841 -0.1389
H 2.3852 -0.4774 3.5888
H 2.5277 0.4619 2.0837
H 2.4599 -1.3291 2.0243
H -0.3957 0.3063 4.2247
H -0.8791 -1.3310 3.6356
H 0.6843 -1.0804 4.4364
H 1.7540 -0.2971 0.4533
H -3.0956 0.7029 1.8366
H -2.6053 -0.7432 2.7439
H -1.7830 0.8392 3.0102
H -1.6513 0.6816 -0.7623
H -1.6331 -1.0991 -0.6604
H -3.0085 -0.1813 0.0061
*
```


[6]
Formula: C20H38O11S4
Source: the OMol25 dataset
Level of theory: ωB97M-V with the def2-TZVPD basis set

## Properties
- frontier orbital gap (eV) = 10.62
- HOMO level (eV) = -10.4
- SMILES = C[C@H]1COC(=O)O1.O=S1(=O)CCCC1.O=S1(=O)CCCC1.O=S1(=O)CCCC1.O=S1(=O)CCCC1
- energy relative to the best compared isomer or geometry (same formula, charge and spin) (kcal per mole) = 47.7

The geometry in ORCA input format:
```
! wB97M-V def2-TZVPD RIJCOSX def2/J DEFGRID3
* xyz 0 1
C -25.9215 -44.9124 14.6272
C -26.3661 -46.3499 14.5813
C -26.9659 -46.6772 13.2480
O -26.4304 -47.8286 12.9007
C -25.3164 -48.1136 13.7147
O -24.6648 -49.1468 13.4705
O -25.2912 -47.1954 14.6498
H -26.6291 -44.2475 14.3376
H -24.9767 -44.6577 14.0431
H -25.4963 -44.5302 15.7309
H -26.9161 -46.4084 15.3849
H -26.7726 -45.9144 12.5198
H -28.0690 -46.6234 13.3364
O -25.0298 -43.5321 11.5528
S -23.9014 -43.5222 10.5710
O -23.4688 -42.3728 9.8603
C -22.4703 -44.2387 11.2874
C -22.6923 -45.7126 11.1655
C -23.2896 -45.9434 9.7488
C -24.2074 -44.8309 9.4638
H -22.4475 -43.8184 12.2791
H -21.5744 -43.9992 10.6985
H -21.9017 -46.2060 11.5705
H -23.4295 -45.8799 11.7742
H -23.7991 -46.9205 9.5729
H -22.4258 -46.0076 9.0698
H -25.1280 -45.2241 9.5063
H -24.2821 -44.1765 8.3724
O -26.3113 -40.3141 14.0077
S -26.9473 -40.8000 15.1717
O -27.5448 -42.0749 15.2453
C -25.6574 -40.8210 16.4115
C -25.9086 -39.5448 17.2741
C -26.9391 -38.5710 16.6457
C -27.9684 -39.5293 15.9787
H -24.7874 -40.9146 15.8230
H -25.7852 -41.8122 16.9575
H -26.3073 -39.7299 18.4519
H -24.9081 -39.2646 17.7095
H -26.4317 -37.9229 15.9595
H -27.2849 -37.9256 17.3767
H -28.6120 -39.1794 15.3235
H -28.5064 -40.0559 16.5767
O -29.9223 -46.2983 6.2333
S -29.3965 -45.8339 7.5979
O -29.0434 -44.3760 7.7817
C -30.4422 -46.4221 8.7839
C -29.4673 -47.0244 9.8734
C -28.3826 -47.6837 9.1825
C -27.9142 -46.8409 8.0142
H -31.1107 -47.2953 8.4713
H -31.0741 -45.7481 9.1817
H -28.8797 -46.2858 10.4857
H -30.0030 -47.6359 10.6207
H -28.5494 -48.5620 8.6829
H -27.4945 -47.7583 9.8443
H -27.9841 -47.3527 7.1668
H -27.0618 -46.2406 8.2741
O -19.7379 -41.9881 16.2011
S -20.1327 -43.2477 16.5961
O -19.3971 -43.9382 17.6358
C -21.6112 -42.8724 17.3739
C -22.6071 -43.9607 16.8171
C -22.1571 -44.2635 15.4011
C -20.6916 -44.3587 15.3745
H -22.0075 -41.9332 16.9056
H -21.2150 -42.8331 18.3541
H -22.5519 -44.8829 17.3875
H -23.7284 -43.5096 17.0516
H -22.5631 -43.5466 14.5326
H -22.5968 -45.1999 15.0972
H -20.1459 -44.0480 14.4202
H -20.2299 -45.3401 15.4243
*
```


[7]
Formula: C4H4SSe
Source: the OMol25 dataset
Level of theory: ωB97M-V with the def2-TZVPD basis set

## Properties
- frontier orbital gap (eV) = 8.97
- HOMO level (eV) = -8.2
- SMILES = [SeH]c1ccsc1
- energy relative to the best compared isomer or geometry (same formula, charge and spin) (kcal per mole) = 39.9

The geometry in ORCA input format:
```
! wB97M-V def2-TZVPD RIJCOSX def2/J DEFGRID3
* xyz 0 1
Se -0.2623 -2.0075 -1.6118
C -0.3409 -0.6428 -0.3398
C 0.8412 0.7683 -0.3423
C 0.3128 1.5330 0.5930
S -0.8900 0.8877 1.7575
C -1.1191 -0.5431 0.7159
H 1.0899 -1.9829 -1.7803
H 1.5973 0.7070 -1.0602
H 0.6277 2.4508 0.8517
H -1.8567 -1.1706 1.2164
*
```


[8]
Formula: C3H6N4S
Source: the OMol25 dataset
Level of theory: ωB97M-V with the def2-TZVPD basis set

## Properties
- frontier orbital gap (eV) = 9.29
- HOMO level (eV) = -8.9
- SMILES = [H]/N=C1\NSC/C(=N\[H])N1
- energy relative to the best compared isomer or geometry (same formula, charge and spin) (kcal per mole) = 83.0

The geometry in ORCA input format:
```
! wB97M-V def2-TZVPD RIJCOSX def2/J DEFGRID3
* xyz 0 1
H -3.1638 -0.2509 0.3150
N -2.6512 0.7286 -0.0522
C -1.4919 0.2003 -0.1140
N -0.9735 -1.0407 0.1512
S 0.6417 -1.6859 -0.2995
C 1.6273 -0.3814 0.4971
C 0.9332 1.0090 0.0834
N 1.5125 2.0959 -0.2520
H 2.5857 2.0923 -0.1624
N -0.4291 1.1363 0.0042
H -1.6284 -1.4681 0.9089
H 2.7193 -0.5656 0.1870
H 1.2587 -0.5543 1.5858
H -0.6612 2.3116 0.1998
*
```